Density functional theory data (ωB97M-V/def2-TZVPD) for a cluster of 17 separate species, C68H136O51 in total.

CARTESIAN COORDINATES (ANGSTROEM)
C: -31.51 24.17 6.68
C: -30.09 23.91 6.91
O: -29.97 22.46 6.73
C: -28.80 21.94 6.73
O: -27.77 22.57 7.03
O: -28.74 20.72 6.31
C: -27.43 20.12 6.40
H: -31.82 24.00 5.65
H: -31.69 25.28 6.78
H: -32.16 23.56 7.30
H: -29.81 24.14 7.97
H: -29.43 24.34 6.12
H: -27.56 19.18 5.87
H: -27.07 20.03 7.43
H: -26.67 20.74 5.87
C: -20.21 23.49 10.84
C: -21.04 23.28 9.60
O: -22.42 23.45 9.99
C: -23.30 23.63 9.00
O: -23.02 23.45 7.86
O: -24.44 24.09 9.54
C: -25.56 24.31 8.61
H: -20.45 22.67 11.52
H: -20.49 24.41 11.36
H: -19.17 23.52 10.59
H: -20.87 22.29 9.24
H: -20.82 24.05 8.89
H: -25.38 25.14 7.87
H: -26.39 24.54 9.22
H: -25.81 23.39 8.06
C: -33.79 17.70 2.07
C: -34.75 18.61 2.83
O: -34.58 19.95 2.53
C: -33.62 20.66 3.11
O: -33.40 21.75 2.71
O: -32.95 19.98 4.07
C: -31.93 20.77 4.76
H: -32.79 18.00 2.38
H: -33.92 17.89 0.99
H: -33.84 16.65 2.32
H: -34.61 18.46 3.90
H: -35.79 18.43 2.59
H: -31.16 20.92 4.05
H: -31.55 20.10 5.55
H: -32.32 21.69 5.21
C: -32.78 20.72 -0.35
C: -32.53 21.37 -1.67
O: -31.08 21.28 -1.84
C: -30.60 21.86 -2.96
O: -31.31 22.30 -3.93
O: -29.31 21.88 -2.85
C: -28.63 22.31 -4.05
H: -32.27 19.77 -0.21
H: -33.82 20.52 -0.11
H: -32.43 21.37 0.46
H: -32.90 22.36 -1.76
H: -33.00 20.71 -2.47
H: -27.60 22.02 -3.91
H: -28.61 23.41 -3.97
H: -29.10 21.92 -4.95
C: -31.09 28.59 3.98
C: -30.98 27.32 4.68
O: -31.24 26.20 3.73
C: -30.25 26.12 2.80
O: -29.20 26.73 2.76
O: -30.54 25.27 1.84
C: -31.84 24.54 1.92
H: -32.03 28.56 3.42
H: -30.27 28.60 3.25
H: -31.03 29.42 4.76
H: -31.81 27.20 5.35
H: -30.11 27.16 5.25
H: -32.64 25.29 1.82
H: -31.99 24.08 2.89
H: -31.87 23.84 1.09
C: -37.22 26.26 -1.74
C: -35.97 25.45 -1.67
O: -34.88 26.33 -1.70
C: -33.75 25.70 -1.43
O: -33.62 24.57 -1.03
O: -32.70 26.53 -1.56
C: -31.42 25.99 -1.20
H: -37.16 26.99 -2.54
H: -37.41 26.81 -0.81
H: -38.09 25.64 -1.84
H: -35.93 24.79 -2.57
H: -35.89 24.82 -0.81
H: -31.29 26.22 -0.12
H: -30.64 26.55 -1.73
H: -31.32 24.90 -1.31
C: -25.51 17.02 3.14
C: -24.44 16.78 4.16
O: -24.22 17.94 4.99
C: -23.32 18.84 4.56
O: -22.79 18.75 3.46
O: -23.04 19.83 5.43
C: -23.83 20.02 6.60
H: -25.16 17.64 2.32
H: -26.37 17.56 3.58
H: -25.86 16.06 2.72
H: -23.57 16.45 3.64
H: -24.82 15.95 4.78
H: -24.74 20.47 6.22
H: -23.26 20.63 7.31
H: -24.05 19.07 7.08
C: -19.63 26.53 1.99
C: -20.10 25.14 2.39
O: -21.26 24.73 1.61
C: -21.73 23.48 1.75
O: -22.83 23.16 1.34
O: -20.87 22.71 2.40
C: -21.31 21.44 2.75
H: -18.70 26.80 2.40
H: -20.32 27.32 2.28
H: -19.45 26.61 0.94
H: -20.42 25.05 3.41
H: -19.27 24.43 2.35
H: -22.20 21.10 2.23
H: -21.57 21.45 3.83
H: -20.52 20.74 2.57
C: -34.41 15.38 -6.84
C: -34.74 16.86 -6.96
O: -34.29 17.59 -5.79
C: -32.99 17.78 -5.87
O: -32.27 17.60 -6.87
O: -32.56 18.40 -4.79
C: -31.12 18.66 -4.75
H: -35.14 14.77 -6.30
H: -33.44 15.21 -6.33
H: -34.35 14.97 -7.84
H: -35.79 17.07 -6.86
H: -34.28 17.24 -7.86
H: -30.86 19.27 -5.65
H: -30.49 17.78 -4.78
H: -30.91 19.21 -3.83
C: -32.29 16.29 5.29
C: -30.99 16.37 6.01
O: -31.26 17.29 7.05
C: -30.22 17.78 7.76
O: -29.09 17.56 7.44
O: -30.51 18.57 8.81
C: -31.81 19.11 8.97
H: -32.30 15.61 4.40
H: -32.60 17.32 5.12
H: -33.05 15.93 5.98
H: -30.18 16.74 5.42
H: -30.78 15.40 6.42
H: -32.49 18.49 9.50
H: -32.29 19.26 7.99
H: -31.71 20.08 9.35
C: -26.29 25.13 2.48
C: -27.21 24.26 3.29
O: -27.81 23.39 2.35
C: -29.00 22.92 2.69
O: -29.42 22.81 3.81
O: -29.60 22.38 1.66
C: -28.98 22.57 0.29
H: -26.92 25.56 1.70
H: -25.46 24.64 1.98
H: -25.88 26.02 2.93
H: -27.98 24.88 3.79
H: -26.78 23.59 4.10
H: -29.57 22.21 -0.47
H: -27.99 22.19 0.24
H: -28.87 23.66 0.18
C: -29.90 18.41 2.64
C: -28.80 18.90 1.81
O: -28.06 19.72 2.69
C: -26.96 20.22 2.19
O: -26.57 20.05 1.05
O: -26.27 20.83 3.20
C: -25.10 21.48 2.69
H: -29.53 18.13 3.70
H: -30.36 17.46 2.23
H: -30.75 19.02 2.71
H: -29.22 19.55 1.05
H: -28.09 18.20 1.36
H: -24.50 20.82 2.05
H: -24.56 21.67 3.65
H: -25.38 22.40 2.22
C: -22.86 25.68 4.46
C: -23.88 26.04 5.45
O: -24.65 27.18 4.97
C: -25.64 27.51 5.75
O: -25.82 27.23 6.88
O: -26.38 28.36 5.03
C: -27.35 29.04 5.83
H: -22.15 26.53 4.31
H: -23.30 25.31 3.54
H: -22.33 24.91 5.01
H: -23.36 26.41 6.34
H: -24.57 25.24 5.77
H: -27.96 28.33 6.38
H: -28.00 29.48 5.07
H: -26.84 29.85 6.43
C: -26.20 29.71 1.91
C: -24.71 29.82 1.86
O: -24.26 28.53 1.37
C: -22.98 28.20 1.61
O: -22.26 28.74 2.40
O: -22.61 27.12 0.92
C: -23.61 26.41 0.17
H: -26.51 29.00 2.66
H: -26.65 29.39 0.98
H: -26.74 30.61 2.15
H: -24.27 29.95 2.82
H: -24.33 30.69 1.25
H: -23.05 25.63 -0.30
H: -24.08 27.04 -0.57
H: -24.42 26.08 0.78
C: -33.79 30.23 8.91
C: -32.79 29.34 8.15
O: -31.79 28.95 9.15
C: -30.72 28.35 8.60
O: -30.50 28.23 7.42
O: -29.82 28.01 9.54
C: -28.75 27.30 9.04
H: -34.19 29.76 9.80
H: -34.60 30.54 8.20
H: -33.23 31.10 9.19
H: -32.26 29.91 7.39
H: -33.18 28.48 7.64
H: -27.96 27.89 8.62
H: -29.09 26.55 8.40
H: -28.30 26.73 9.84
C: -26.91 17.77 -7.34
C: -27.51 18.74 -6.27
O: -27.84 18.01 -5.05
C: -27.24 18.41 -3.92
O: -26.36 19.32 -3.83
O: -27.69 17.65 -2.98
C: -27.31 18.00 -1.61
H: -27.67 17.16 -7.74
H: -26.06 17.25 -6.91
H: -26.51 18.34 -8.17
H: -28.49 19.23 -6.60
H: -26.80 19.53 -5.96
H: -27.80 18.91 -1.30
H: -26.26 18.12 -1.72
H: -27.61 17.17 -0.93
C: -25.11 21.85 -1.23
C: -25.25 23.34 -1.04
O: -26.47 23.65 -1.73
C: -27.00 24.87 -1.63
O: -28.18 25.05 -1.96
O: -26.28 25.74 -0.93
C: -26.84 27.05 -0.86
H: -25.20 21.51 -2.24
H: -25.89 21.31 -0.65
H: -24.15 21.51 -0.88
H: -24.39 23.91 -1.41
H: -25.36 23.65 -0.03
H: -27.21 27.41 -1.80
H: -25.98 27.64 -0.52
H: -27.69 27.11 -0.21

Properties
**HOMO-LUMO gap**: 0.39077 Eh
**F_max**: 4.6 eV Å⁻¹
**Energy relative to the best compared isomer or geometry (same formula, charge and spin)**: 0.000 eV